No. 1
DFT (ωB97M-V/def2-TZVPD) results for a single C11H12O2 molecule at a distorted geometry.

Positions of all 25 atoms, in Å:
1 O -0.194 -3.365 -0.460
2 C -0.014 -2.049 -1.054
3 C 0.144 -0.895 -0.165
4 C 0.222 0.402 -0.634
5 C 0.048 0.738 -2.041
6 C -0.114 2.024 -2.435
7 C -0.273 3.087 -1.513
8 C -0.166 2.808 -0.193
9 C 0.172 1.509 0.316
10 C 0.214 1.325 1.665
11 C 0.631 -0.007 2.285
12 C 0.038 -1.166 1.415
13 O -1.271 -1.463 1.706
14 H -0.174 -3.085 0.476
15 H 0.748 -2.187 -1.876
16 H -0.893 -1.855 -1.568
17 H 0.141 -0.076 -2.863
18 H -0.279 2.090 -3.506
19 H -0.393 4.143 -1.848
20 H -0.345 3.637 0.439
21 H 0.154 2.213 2.269
22 H 1.803 -0.097 2.128
23 H 0.182 -0.160 3.231
24 H 0.593 -2.038 1.779
25 H -1.310 -1.700 2.639

Calculated values
highest occupied orbital energy = -7.356 eV
Kohn-Sham gap = 0.2548 Eh
SMILES = OCC1=c2ccccc2=CC[C@H]1O
energy above the lowest of the compared OMol25 structures with the same formula, charge and spin = 3.478 eV



No. 2
DFT (ωB97M-V/def2-TZVPD) results for a single CH3NO2S molecule at a distorted geometry.

Positions of all 8 atoms, in Å:
1 C 0.445 0.147 1.170
2 S -1.194 -0.117 0.358
3 N -0.713 -0.155 -1.317
4 O 0.595 -0.262 -1.641
5 O -1.553 -0.084 -2.155
6 H 0.709 -0.753 1.737
7 H 0.717 1.188 1.642
8 H 0.993 0.036 0.207

Calculated values
highest occupied orbital energy = -10.533 eV
Kohn-Sham gap = 0.3726 Eh
SMILES = CS[N+](=O)[O-]
energy above the lowest of the compared OMol25 structures with the same formula, charge and spin = 3.614 eV



No. 3
DFT (ωB97M-V/def2-TZVPD) results for a single C5H8O molecule.

Positions of all 14 atoms, in Å:
1 C -1.463 -0.855 -0.436
2 C -1.116 0.588 -0.393
3 C 0.054 1.093 0.187
4 C 1.228 0.275 -0.335
5 C 1.831 -0.411 0.702
6 O 1.336 -0.395 1.870
7 H -0.784 -1.443 0.187
8 H -2.502 -0.983 -0.109
9 H -1.412 -1.249 -1.460
10 H -1.841 1.269 -0.851
11 H 0.235 0.619 1.282
12 H 0.148 2.181 0.202
13 H 1.499 0.240 -1.381
14 H 2.786 -0.929 0.535

Calculated values
highest occupied orbital energy (alpha / beta) = -7.721 / -7.724 eV
Kohn-Sham gap (alpha / beta) = 0.2500 / 0.2503 Eh
energy above the lowest of the compared OMol25 structures with the same formula, charge and spin = 3.837 eV



No. 4
DFT (ωB97M-V/def2-TZVPD) results for 2 unconnected molecules or ions with the total composition C30H33N4O at a distorted geometry.

Positions of all 68 atoms, in Å:
1 C -3.497 0.399 3.981
2 C -3.475 -0.534 2.788
3 N -2.229 -1.308 2.532
4 C -2.104 -2.468 3.487
5 C -2.590 -3.793 2.932
6 C -1.096 -0.570 2.153
7 C 0.033 -1.239 1.393
8 N 1.223 -1.250 2.246
9 C 1.687 -0.043 2.706
10 C 2.956 0.075 3.258
11 C 3.772 -1.043 3.399
12 C 3.266 -2.274 2.983
13 C 2.002 -2.375 2.420
14 O -1.059 0.661 2.330
15 H -4.380 1.040 3.906
16 H -3.573 -0.143 4.929
17 H -2.624 1.056 4.002
18 H -4.250 -1.296 2.927
19 H -3.696 0.017 1.868
20 H -1.080 -2.577 3.877
21 H -2.738 -2.197 4.339
22 H -2.860 -4.488 3.732
23 H -3.456 -3.701 2.278
24 H -1.805 -4.279 2.358
25 H -0.231 -2.302 1.193
26 H 1.012 0.809 2.575
27 H 3.308 1.073 3.496
28 H 4.800 -0.951 3.748
29 H 3.879 -3.172 3.019
30 H 1.583 -3.308 2.026
31 C -4.508 1.766 -0.985
32 N -3.119 1.499 -1.340
33 C -2.234 0.804 -0.580
34 C -0.974 0.770 -1.211
35 C 0.186 0.141 -0.705
36 C 1.274 -0.126 -1.565
37 C 1.253 -0.418 -2.949
38 N 2.528 -0.366 -3.453
39 C 2.879 -0.447 -4.869
40 C 3.425 -0.051 -2.424
41 C 2.675 0.117 -1.236
42 C 3.277 0.742 -0.166
43 C 4.642 1.046 -0.233
44 C 5.373 0.835 -1.401
45 C 4.757 0.312 -2.542
46 C -1.131 1.588 -2.427
47 C -2.491 1.962 -2.493
48 C -3.050 2.696 -3.531
49 C -2.207 3.118 -4.559
50 C -0.845 2.845 -4.486
51 C -0.306 2.118 -3.407
52 H -4.976 2.372 -1.771
53 H -5.062 0.816 -0.899
54 H -4.563 2.314 -0.026
55 H -2.543 0.381 0.371
56 H 0.293 -0.138 0.402
57 H 0.392 -0.599 -3.580
58 H 3.970 -0.361 -4.956
59 H 2.568 -1.416 -5.285
60 H 2.391 0.351 -5.458
61 H 2.677 1.004 0.697
62 H 5.135 1.463 0.645
63 H 6.416 1.096 -1.431
64 H 5.291 0.168 -3.475
65 H -4.116 2.906 -3.520
66 H -2.620 3.661 -5.398
67 H -0.201 3.195 -5.290
68 H 0.766 2.013 -3.343

Calculated values
highest occupied orbital energy = -9.690 eV
Kohn-Sham gap = 0.2229 Eh
net charge = +1
energy above the lowest of the compared OMol25 structures with the same formula, charge and spin = 1.171 eV



No. 5
DFT (ωB97M-V/def2-TZVPD) results for a molecular structure, C30H25N6O11P2SW at a distorted geometry.

Positions of all 76 atoms, in Å:
1 W -0.741 -0.287 0.762
2 O 0.834 3.312 2.331
3 C 0.162 2.292 2.232
4 N 0.619 1.032 1.793
5 C 1.941 0.563 1.885
6 C 3.045 1.359 2.169
7 C 4.345 0.773 1.992
8 C 4.523 -0.527 1.632
9 C 3.414 -1.349 1.404
10 C 2.110 -0.824 1.501
11 N 0.908 -1.516 1.262
12 C 0.916 -2.856 0.891
13 O 1.737 -3.679 1.285
14 C -0.145 -3.111 -0.074
15 C -0.018 -4.155 -0.972
16 C -1.066 -4.333 -1.935
17 C -2.114 -3.440 -1.889
18 C -2.181 -2.445 -0.958
19 N -1.143 -2.201 -0.140
20 C -1.263 2.165 2.496
21 C -1.900 3.166 3.138
22 C -3.165 2.935 3.668
23 C -3.771 1.683 3.368
24 C -3.190 0.897 2.407
25 N -1.899 1.038 2.048
26 H 2.906 2.435 2.284
27 H 5.235 1.428 2.212
28 H 5.519 -1.003 1.432
29 H 3.579 -2.400 1.185
30 H 0.823 -4.875 -0.805
31 H -1.005 -5.235 -2.572
32 H -2.981 -3.617 -2.489
33 H -3.115 -1.787 -1.040
34 H -1.437 4.131 3.271
35 H -3.684 3.706 4.287
36 H -4.646 1.252 3.753
37 H -3.818 0.155 1.868
38 C 6.167 3.154 -2.535
39 C 4.924 2.341 -2.573
40 C 4.866 1.021 -3.014
41 C 3.717 0.252 -2.871
42 C 2.528 0.910 -2.480
43 C 2.546 2.269 -2.180
44 C 3.716 2.996 -2.294
45 S 1.309 -0.312 -2.171
46 O 1.966 -1.357 -1.467
47 O 0.657 -0.561 -3.422
48 N 0.143 0.428 -1.100
49 C -0.933 1.047 -1.697
50 C -1.165 1.717 -2.911
51 C -2.376 2.346 -3.013
52 C -3.406 2.057 -2.057
53 C -3.202 1.150 -1.035
54 N -1.953 0.696 -0.831
55 H 6.729 3.234 -1.616
56 H 5.842 4.167 -2.735
57 H 6.831 2.715 -3.251
58 H 5.781 0.560 -3.391
59 H 3.636 -0.769 -3.201
60 H 1.630 2.746 -1.775
61 H 3.782 4.059 -2.108
62 H -0.390 1.789 -3.690
63 H -2.499 3.161 -3.766
64 H -4.338 2.632 -2.048
65 H -3.953 0.682 -0.380
66 O -2.006 -4.212 2.581
67 P -2.848 -2.812 2.535
68 O -3.898 -2.777 3.604
69 O -1.802 -1.704 2.485
70 O -3.515 -2.925 1.069
71 P -5.022 -2.284 0.551
72 O -6.014 -2.730 1.712
73 O -5.287 -3.016 -0.716
74 O -4.816 -0.805 0.568
75 H -1.076 -4.024 2.882
76 H -5.599 -2.527 2.665

Calculated values
highest occupied orbital energy (alpha / beta) = -4.786 / -5.380 eV
Kohn-Sham gap (alpha / beta) = 0.2340 / 0.2443 Eh
net charge = -1
energy above the lowest of the compared OMol25 structures with the same formula, charge and spin = 1.403 eV
2S+1 = 3



No. 6
DFT (ωB97M-V/def2-TZVPD) results for a molecular structure, C10H20Br10 at a distorted geometry.

Positions of all 40 atoms, in Å:
1 Br -0.142 -6.221 -0.881
2 C -0.293 -5.170 0.907
3 C 0.597 -3.864 0.687
4 Br 0.501 -2.791 2.374
5 H 0.232 -5.857 1.571
6 H -1.289 -4.996 1.313
7 H 0.234 -3.218 -0.112
8 H 1.637 -4.121 0.485
9 Br -1.465 -3.185 -4.617
10 C -1.273 -3.498 -2.666
11 C -2.243 -2.457 -1.997
12 Br -2.358 -2.779 -0.036
13 H -0.247 -3.414 -2.310
14 H -1.589 -4.528 -2.501
15 H -3.258 -2.564 -2.379
16 H -1.910 -1.440 -2.207
17 Br 2.289 4.587 0.819
18 C 2.277 3.457 2.481
19 C 0.883 3.304 2.963
20 Br 0.718 2.144 4.525
21 H 2.970 3.924 3.181
22 H 2.683 2.491 2.180
23 H 0.252 2.858 2.195
24 H 0.491 4.269 3.286
25 Br -0.052 2.449 -0.119
26 C -0.635 3.851 -1.423
27 C 0.203 5.113 -1.272
28 Br -0.338 6.316 -2.772
29 H -1.672 4.068 -1.164
30 H -0.536 3.302 -2.359
31 H 1.282 4.964 -1.231
32 H -0.030 5.571 -0.310
33 Br 0.638 1.028 2.021
34 C 0.320 0.453 0.161
35 C 0.132 -1.068 0.191
36 Br 0.097 -1.765 -1.738
37 H 1.241 0.619 -0.397
38 H -0.501 0.988 -0.314
39 H -0.770 -1.171 0.794
40 H 0.921 -1.649 0.670

Calculated values
highest occupied orbital energy = -8.243 eV
Kohn-Sham gap = 0.3048 Eh
energy above the lowest of the compared OMol25 structures with the same formula, charge and spin = 13.638 eV